[1]
Density functional theory data (the ωB97M-V functional and the def2-TZVPD basis) for a structure of composition C50H46N9OTeTi in a non-equilibrium geometry.

Kohn-Sham gap (alpha / beta)	4.602 / 4.505	eV
HOMO level (alpha / beta)	-5.843 / -5.852	eV
energy	-98466.60250	eV
relative energy (zero: lowest compared OMol25 entry of this formula, charge and spin)	136.5	kJ/mol
charge	0
2S+1	2

Each line ends with the Löwdin charge.
CARTESIAN COORDINATES (ANGSTROEM)
Ti  1.071  -0.749  1.252  0.815
C  -0.095  -2.074  -2.677  -0.050
C  1.098  -2.520  -3.286  -0.051
C  2.284  -2.241  -2.683  -0.005
C  2.328  -1.516  -1.458  -0.297
N  1.164  -1.160  -0.827  0.009
C  -0.006  -1.432  -1.488  -0.199
N  3.552  -1.114  -1.029  0.182
C  3.800  -0.684  0.175  -0.274
N  3.019  -0.881  1.305  0.008
C  3.732  -0.470  2.425  -0.250
N  3.447  -0.731  3.669  0.176
C  2.244  -1.207  4.081  -0.299
C  2.213  -1.877  5.336  -0.004
C  1.033  -2.272  5.884  -0.054
C  -0.166  -1.951  5.212  -0.055
C  -0.083  -1.332  4.010  -0.143
N  1.087  -1.000  3.378  0.021
C  4.998  0.104  1.970  -0.093
C  6.048  0.690  2.668  0.001
C  7.126  1.158  1.937  -0.063
C  7.161  1.035  0.538  -0.062
C  6.124  0.434  -0.153  -0.002
C  5.040  -0.035  0.583  -0.104
H  -1.061  -2.226  -3.141  0.112
H  1.067  -3.055  -4.229  0.112
H  3.234  -2.541  -3.105  0.113
H  -0.907  -1.091  -1.006  0.072
H  3.168  -2.053  5.811  0.114
H  1.010  -2.806  6.827  0.111
H  -1.133  -2.180  5.637  0.108
H  -0.991  -1.050  3.498  0.105
H  6.010  0.777  3.748  0.118
H  7.963  1.624  2.447  0.106
H  8.015  1.426  -0.006  0.106
H  6.141  0.330  -1.233  0.121
N  -4.072  -5.652  1.312  0.164
C  -4.520  -6.956  1.235  -0.190
C  -5.774  -7.539  1.411  -0.023
C  -5.844  -8.913  1.271  -0.093
C  -4.704  -9.675  0.953  -0.092
C  -3.466  -9.085  0.783  -0.015
C  -3.373  -7.701  0.943  -0.223
N  -2.266  -6.867  0.864  0.180
C  -2.720  -5.667  1.088  -0.283
C  -1.886  -4.462  1.130  -0.126
C  -0.496  -4.585  1.154  0.019
C  0.290  -3.467  1.230  -0.083
N  -0.222  -2.210  1.273  -0.114
C  -1.564  -2.089  1.224  -0.120
C  -2.407  -3.181  1.161  0.012
H  -4.629  -4.851  1.543  0.150
H  -6.653  -6.949  1.646  0.109
H  -6.795  -9.413  1.410  0.101
H  -4.805  -10.749  0.839  0.100
H  -2.587  -9.669  0.530  0.113
H  -0.058  -5.575  1.120  0.122
H  1.366  -3.540  1.272  0.121
H  -1.947  -1.080  1.242  0.125
H  -3.477  -3.005  1.113  0.117
C  0.231  1.979  3.400  -0.030
C  -0.288  1.872  1.979  -0.683
O  -1.165  2.689  1.675  -0.078
N  0.257  0.918  1.144  -0.227
Te  -0.462  1.931  -1.148  1.595
C  -1.828  2.703  -2.634  -0.398
C  -1.340  3.110  -3.882  -0.296
C  0.135  3.258  -4.197  -0.072
C  -2.258  3.418  -4.889  -0.027
C  -3.627  3.333  -4.690  -0.275
C  -4.602  3.637  -5.802  -0.058
C  -4.086  2.930  -3.438  -0.029
C  -3.211  2.599  -2.413  -0.318
C  -3.773  2.104  -1.094  -0.088
C  0.593  3.756  -0.892  -0.356
C  -0.062  4.994  -0.790  -0.271
C  -1.556  5.152  -0.632  -0.050
C  0.712  6.154  -0.795  -0.022
C  2.095  6.127  -0.871  -0.274
C  2.903  7.401  -0.900  -0.057
C  2.722  4.888  -0.907  -0.027
C  2.002  3.700  -0.918  -0.296
C  2.777  2.404  -0.932  -0.088
H  0.214  3.026  3.690  0.080
H  1.237  1.583  3.482  0.053
H  -0.424  1.424  4.071  0.069
H  0.748  2.565  -3.621  0.026
H  0.480  4.270  -3.964  0.087
H  0.320  3.070  -5.257  0.073
H  -1.880  3.728  -5.861  0.111
H  -4.080  3.883  -6.727  0.070
H  -5.244  4.482  -5.540  0.078
H  -5.251  2.780  -5.992  0.076
H  -5.157  2.862  -3.261  0.114
H  -4.841  2.315  -1.024  0.071
H  -3.269  2.557  -0.239  0.041
H  -3.642  1.020  -1.005  0.068
H  -1.958  4.332  -0.044  0.043
H  -2.063  5.171  -1.600  0.082
H  -1.780  6.085  -0.112  0.080
H  0.204  7.114  -0.731  0.114
H  2.256  8.277  -0.834  0.070
H  3.482  7.473  -1.825  0.078
H  3.611  7.436  -0.067  0.077
H  3.808  4.841  -0.938  0.115
H  3.845  2.592  -1.046  0.073
H  2.462  1.747  -1.744  0.049
H  2.627  1.864  -0.002  0.054

---

[2]
Density functional theory data (the ωB97M-V functional and the def2-TZVPD basis) for a structure of composition C50H48AsBiF5N4O6P2SSe in a non-equilibrium geometry.

Kohn-Sham gap	3.008	eV
HOMO level	-3.210	eV
energy	-245893.42231	eV
relative energy (zero: lowest compared OMol25 entry of this formula, charge and spin)	505.7	kJ/mol
charge	-1

Each line ends with the Löwdin charge.
CARTESIAN COORDINATES (ANGSTROEM)
Bi  0.185  0.136  -0.182  1.687
O  1.966  -0.057  1.172  -0.262
C  2.912  -0.892  0.839  -0.102
C  3.692  -0.790  -0.343  -0.142
C  5.082  -0.811  -0.208  0.053
C  5.863  -0.536  -1.336  -0.158
C  5.354  -0.302  -2.617  0.020
C  3.963  -0.375  -2.761  0.025
C  3.069  -0.561  -1.642  -0.282
O  1.759  -0.353  -1.814  -0.302
N  7.307  -0.478  -1.024  -0.304
O  8.126  -0.462  -1.988  0.039
O  7.637  -0.549  0.191  0.019
H  3.153  -1.649  1.599  0.151
H  5.607  -1.134  0.729  0.149
H  6.023  0.054  -3.421  0.133
H  3.510  -0.100  -3.732  0.131
C  -2.509  2.830  1.630  -0.220
P  -1.102  1.732  2.175  0.965
C  0.120  2.861  2.969  -0.374
N  0.009  3.166  4.281  0.120
C  0.918  4.015  4.821  -0.154
C  0.835  4.463  6.195  0.002
C  1.708  5.432  6.614  -0.074
C  2.741  5.909  5.770  -0.072
C  2.977  5.435  4.510  -0.017
C  2.039  4.539  3.992  -0.195
N  2.093  4.305  2.668  0.121
C  1.105  3.513  2.192  -0.429
P  1.185  3.185  0.453  0.948
C  3.004  3.185  0.269  -0.264
C  0.776  4.753  -0.489  -0.704
C  1.468  5.920  0.222  -0.113
C  1.172  4.630  -1.993  -0.077
C  -0.748  4.932  -0.471  -0.113
C  -1.955  0.766  3.566  -0.698
C  -0.827  0.073  4.325  -0.129
C  -2.856  -0.352  2.982  -0.077
C  -2.740  1.664  4.544  -0.098
H  -2.820  3.641  2.344  0.075
H  -3.387  2.276  1.244  0.052
H  -2.162  3.349  0.778  -0.040
H  0.159  3.999  6.895  0.110
H  1.695  5.800  7.605  0.092
H  3.454  6.585  6.202  0.099
H  3.759  5.813  3.895  0.110
H  3.477  4.159  0.332  0.028
H  3.236  2.701  -0.672  0.029
H  3.497  2.597  1.085  0.059
H  2.577  5.931  0.137  0.075
H  1.203  5.942  1.302  0.069
H  1.105  6.871  -0.252  0.095
H  2.213  4.421  -2.184  0.062
H  0.879  5.532  -2.545  0.089
H  0.622  3.792  -2.455  0.070
H  -1.145  5.082  0.533  0.067
H  -1.236  4.018  -0.930  0.093
H  -0.969  5.839  -1.061  0.093
H  -0.186  -0.542  3.672  0.072
H  -1.236  -0.632  5.090  0.096
H  -0.195  0.840  4.764  0.050
H  -2.396  -0.866  2.141  0.060
H  -3.816  -0.043  2.623  0.038
H  -2.938  -1.091  3.762  0.074
H  -2.160  2.531  4.862  0.047
H  -3.098  1.097  5.452  0.102
H  -3.635  2.022  4.044  0.067
S  -1.677  1.304  -3.093  0.243
C  -2.158  0.506  -4.543  -0.790
C  -2.755  1.250  -5.587  -0.141
C  -2.898  0.664  -6.836  -0.133
C  -2.739  -0.679  -7.074  -0.123
C  -2.445  -1.514  -5.984  -0.128
C  -2.115  -0.914  -4.783  -0.403
As  -1.373  -1.974  -3.274  1.308
C  -0.047  -3.064  -4.338  -0.384
C  0.741  -2.405  -5.286  -0.098
C  1.986  -2.985  -5.624  -0.110
C  2.398  -4.204  -5.135  -0.135
C  1.546  -4.866  -4.298  -0.123
C  0.319  -4.339  -3.905  -0.126
C  -2.812  -3.269  -3.287  -0.394
C  -3.634  -3.167  -2.140  -0.124
C  -4.506  -4.228  -1.888  -0.065
C  -4.649  -5.297  -2.847  -0.097
C  -3.905  -5.296  -4.014  -0.111
C  -2.914  -4.330  -4.210  -0.133
H  -3.077  2.272  -5.441  0.090
H  -3.249  1.307  -7.613  0.084
H  -2.868  -1.080  -8.068  0.084
H  -2.496  -2.621  -6.096  0.095
H  0.448  -1.488  -5.782  0.099
H  2.649  -2.461  -6.344  0.103
H  3.317  -4.669  -5.492  0.099
H  1.796  -5.882  -3.978  0.099
H  -0.367  -4.942  -3.305  0.101
H  -3.582  -2.292  -1.504  0.039
H  -5.141  -4.275  -1.003  0.098
H  -5.328  -6.093  -2.594  0.082
H  -3.960  -6.135  -4.717  0.098
H  -2.322  -4.353  -5.089  0.071
O  -0.373  -1.839  0.441  -0.523
H  -1.227  -3.217  1.530  0.089
H  0.118  -2.419  -0.201  -0.003
Se  -4.066  0.605  -1.715  0.361
C  -5.036  0.131  -0.241  -0.964
N  -5.521  -0.209  0.806  -0.061
F  0.458  -6.612  6.313  0.102
C  -0.036  -5.903  5.281  -0.132
C  -1.416  -5.642  5.253  -0.126
F  -2.250  -6.192  6.159  0.108
C  -1.952  -4.812  4.278  -0.137
F  -3.253  -4.502  4.326  0.123
C  -1.152  -4.334  3.221  -0.158
O  -1.749  -3.875  2.085  0.080
C  0.246  -4.527  3.283  -0.145
F  1.007  -4.177  2.245  0.110
C  0.780  -5.236  4.357  -0.117
F  2.122  -5.479  4.402  0.082

---

Which value of energy does entry 2 give? -245893.42231 eV